1:
Molecular formula: C2H8S3
Method: DFT, wB97M-V/def2-TZVPD

```
! RIJCOSX wB97M-V def2-TZVPD def2/J DEFGRID3
* xyz 0 1
C -2.32 1.24 0.18
S -1.07 1.87 1.36
S -0.28 0.15 2.12
H -1.96 0.27 -0.15
H -2.39 1.97 -0.62
H -3.29 1.21 0.66
H 1.04 0.47 1.89
C 1.91 -1.62 -1.03
S 1.79 0.23 -1.05
H 0.93 -2.01 -1.29
H 2.64 -1.91 -1.78
H 2.23 -2.08 -0.10
H 0.76 0.20 -0.20
*
```

Properties
**HOMO energy**: -8.6 eV
**LUMO level**: 0.54 eV
**Structure (SMILES)**: CSS.CS
**HOMO-LUMO gap**: 9.186 eV

Atomic partial charges in e from the Mulliken method, atoms 1 to 8:
1. C -0.710
2. S -0.028
3. S -0.246
4. H 0.249
5. H 0.278
6. H 0.302
7. H 0.194
8. C -0.727



2:
Molecular formula: C2H8S3
Method: DFT, wB97M-V/def2-TZVPD

```
! RIJCOSX wB97M-V def2-TZVPD def2/J DEFGRID3
* xyz 0 1
C 0.16 1.70 -0.45
S 0.70 3.19 -1.25
C 1.35 2.60 -2.85
H 0.65 1.77 0.55
H -0.88 1.81 -0.17
H 0.44 0.71 -0.77
H 1.00 3.38 -3.53
H 1.03 1.65 -3.30
H 2.40 2.46 -2.67
S -2.03 -5.24 2.74
S -1.55 -4.51 4.56
H -2.74 -4.16 2.34
H -0.52 -5.36 4.78
*
```

Properties
**HOMO energy**: -8.3 eV
**LUMO level**: 0.42 eV
**Structure (SMILES)**: CSC.SS
**HOMO-LUMO gap**: 8.755 eV

Atomic partial charges in e from the Mulliken method, atoms 1 to 8:
1. C -0.795
2. S -0.088
3. C -0.814
4. H 0.255
5. H 0.272
6. H 0.314
7. H 0.272
8. H 0.316



Preferred: 1; penalty for the next structure: 17.4 kcal/mol.



1:
Molecular formula: C4H6N2OS
Method: DFT, wB97M-V/def2-TZVPD

```
! RIJCOSX wB97M-V def2-TZVPD def2/J DEFGRID3
* xyz 0 1
H -2.65 0.17 1.12
N -1.68 0.02 1.40
C -0.83 0.13 0.51
N -0.96 0.52 -0.83
C 0.14 0.33 -1.64
O 0.12 0.42 -2.85
C 1.30 -0.21 -0.71
C 0.67 -0.01 0.67
S 1.12 -1.28 1.90
H -1.87 0.80 -1.19
H 2.17 0.42 -0.95
H 1.52 -1.26 -0.94
H 1.05 0.97 1.01
H -0.09 -1.00 2.50
*
```

Properties
**HOMO energy**: -9.3 eV
**LUMO level**: 0.59 eV
**Structure (SMILES)**: [H]/N=C1\NC(=O)C[C@@H]1S
**HOMO-LUMO gap**: 9.859 eV

Atomic partial charges in e from the Mulliken method, atoms 1 to 8:
1. H 0.250
2. N -0.621
3. C 0.233
4. N -0.053
5. C 0.246
6. O -0.596
7. C -0.484
8. C 0.037



2:
Molecular formula: C4H6N2OS
Method: DFT, wB97M-V/def2-TZVPD

```
! RIJCOSX wB97M-V def2-TZVPD def2/J DEFGRID3
* xyz 0 1
C -3.03 -0.61 -0.15
C -1.61 -0.14 0.14
N -1.22 1.14 -0.01
C 0.14 1.09 0.10
O 1.01 2.21 -0.10
C 0.59 -0.18 0.14
S 2.16 -0.96 -0.16
N -0.58 -1.08 0.16
H -3.64 0.30 -0.11
H -3.48 -1.12 0.66
H -3.16 -1.26 -1.08
H 1.85 1.78 0.29
H 2.58 -1.37 1.13
H -0.68 -2.05 0.00
*
```

Properties
**HOMO energy**: -8.7 eV
**LUMO level**: 0.53 eV
**Structure (SMILES)**: Cc1nc(O)c(S)[nH]1
**HOMO-LUMO gap**: 9.199 eV

Atomic partial charges in e from the Mulliken method, atoms 1 to 8:
1. C -1.048
2. C 0.435
3. N -0.564
4. C 0.827
5. O -0.482
6. C -0.405
7. S -0.283
8. N -0.092



3:
Molecular formula: C4H6N2OS
Method: DFT, wB97M-V/def2-TZVPD

```
! RIJCOSX wB97M-V def2-TZVPD def2/J DEFGRID3
* xyz 0 1
C 1.76 -1.48 -0.48
O 1.52 -0.70 0.75
C 0.62 0.28 0.41
N 0.75 1.56 0.30
N -0.47 2.11 0.10
C -1.42 1.30 -0.14
C -0.86 0.09 0.20
S -2.12 -1.28 0.11
H 2.20 -2.54 0.01
H 2.58 -0.69 -0.87
H 0.79 -1.70 -0.97
H -0.36 3.10 -0.57
H -2.45 1.55 -0.34
H -2.55 -1.60 1.50
*
```

Properties
**HOMO energy**: -9.0 eV
**LUMO level**: 0.68 eV
**Structure (SMILES)**: COc1n[nH]cc1S
**HOMO-LUMO gap**: 9.703 eV

Atomic partial charges in e from the Mulliken method, atoms 1 to 8:
1. C -0.633
2. O -0.372
3. C 0.493
4. N -0.687
5. N 0.113
6. C -0.397
7. C 0.069
8. S -0.299



Preferred: 1; penalty for the next structure: 28.2 kcal/mol.



1:
Molecular formula: C4H6N2OS
Method: DFT, wB97M-V/def2-TZVPD

```
! RIJCOSX wB97M-V def2-TZVPD def2/J DEFGRID3
* xyz 0 1
O -2.41 -1.24 -0.36
C -1.21 -0.40 -0.52
C -1.16 0.78 0.41
N -0.37 1.80 -0.21
C 0.84 1.32 -0.46
N 1.18 0.02 -0.02
S 2.64 -0.73 -0.21
C -0.06 -0.45 0.59
H -2.04 -2.20 -0.19
H -0.81 -0.56 -1.57
H -1.93 0.94 1.07
H 1.78 1.91 -0.84
H 3.48 0.00 0.88
H 0.08 -1.18 1.44
*
```

Properties
**HOMO energy**: -8.6 eV
**LUMO level**: 0.36 eV
**Structure (SMILES)**: O[C@H]1[C@@H]2N=CN(S)[C@H]12
**HOMO-LUMO gap**: 8.968 eV

Atomic partial charges in e from the Mulliken method, atoms 1 to 8:
1. O -0.554
2. C 0.044
3. C -0.334
4. N -0.598
5. C 0.014
6. N -0.053
7. S -0.179
8. C -0.289



2:
Molecular formula: C4H6N2OS
Method: DFT, wB97M-V/def2-TZVPD

```
! RIJCOSX wB97M-V def2-TZVPD def2/J DEFGRID3
* xyz 0 1
C -0.68 1.42 -0.55
C 0.44 0.76 -0.23
C 1.67 0.93 -1.05
O 1.60 1.49 -2.12
N 0.61 -0.21 0.82
C -0.26 -1.04 1.43
N -1.30 -1.71 0.99
S -1.63 -1.53 -0.71
H -1.55 1.45 0.17
H -0.65 2.08 -1.44
H 2.60 0.43 -0.55
H 1.43 -0.04 1.46
H 0.16 -1.33 2.47
H -2.44 -2.69 -0.70
*
```

Properties
**HOMO energy**: -8.5 eV
**LUMO level**: -0.17 eV
**Structure (SMILES)**: C=C(C=O)N/C=N\S
**HOMO-LUMO gap**: 8.286 eV

Atomic partial charges in e from the Mulliken method, atoms 1 to 8:
1. C -0.635
2. C 0.322
3. C -0.047
4. O -0.473
5. N -0.238
6. C 0.152
7. N -0.447
8. S -0.136



3:
Molecular formula: C4H6N2OS
Method: DFT, wB97M-V/def2-TZVPD

```
! RIJCOSX wB97M-V def2-TZVPD def2/J DEFGRID3
* xyz 0 1
C -1.88 -0.65 0.41
C -0.61 -0.28 -0.22
C 0.35 -0.73 -1.01
C 1.59 0.01 -0.76
H -1.83 -1.12 1.42
H -2.11 -1.48 -0.27
H -2.50 0.20 0.54
H 0.02 -1.35 -1.79
H 3.75 -0.19 -0.53
H -0.78 2.71 1.12
N 1.37 0.87 0.17
N 0.15 0.55 0.62
O 2.75 -0.25 -1.43
S -0.25 1.70 1.74
*
```

Properties
**HOMO energy**: -9.0 eV
**LUMO level**: -0.09 eV
**HOMO-LUMO gap**: 8.910 eV

Atomic partial charges in e from the Mulliken method, atoms 1 to 8:
1. C -1.219
2. C 0.540
3. C -0.535
4. C 0.410
5. H 0.270
6. H 0.313
7. H 0.351
8. H 0.399



4:
Molecular formula: C4H6N2OS
Method: DFT, wB97M-V/def2-TZVPD

```
! RIJCOSX wB97M-V def2-TZVPD def2/J DEFGRID3
* xyz 0 1
O -0.73 2.91 0.27
N -0.04 2.37 1.40
C 0.05 1.10 1.33
C -0.49 0.24 0.27
C -1.62 -0.72 0.60
N -0.28 -1.16 0.34
C 0.19 -1.89 -0.74
S 1.53 -1.56 -1.58
H -0.56 3.86 0.41
H 0.58 0.70 2.21
H -0.53 0.74 -0.69
H -2.33 -0.85 -0.25
H -2.03 -0.80 1.59
H -0.40 -2.78 -0.93
*
```

Properties
**HOMO energy**: -8.9 eV
**LUMO level**: 0.05 eV
**Structure (SMILES)**: O/N=C\[C@@H]1CN1C=S
**HOMO-LUMO gap**: 8.924 eV

Atomic partial charges in e from the Mulliken method, atoms 1 to 8:
1. O -0.391
2. N -0.469
3. C -0.396
4. C 0.208
5. C -0.458
6. N -0.181
7. C -0.140
8. S -0.270



Preferred: 2; penalty for the next structure: 23.9 kcal/mol.



1:
Molecular formula: C4H6N2OS
Method: DFT, wB97M-V/def2-TZVPD

```
! RIJCOSX wB97M-V def2-TZVPD def2/J DEFGRID3
* xyz 0 1
C -0.47 1.79 0.58
O -0.43 1.26 -0.75
C 0.23 0.09 -0.80
C 1.67 -0.03 -0.40
N 2.82 -0.20 -0.02
C -0.67 -0.94 -0.25
N 0.01 -2.14 0.17
S -2.23 -0.40 -0.23
H 0.44 1.55 1.14
H -1.19 1.26 1.14
H -0.54 2.86 0.46
H 0.20 -0.08 -1.84
H 0.93 -2.39 0.09
H -0.75 -2.64 0.72
*
```

Properties
**HOMO energy**: -8.7 eV
**LUMO level**: -0.06 eV
**Structure (SMILES)**: CO[C@@H](C#N)C(N)=S
**HOMO-LUMO gap**: 8.680 eV

Atomic partial charges in e from the Mulliken method, atoms 1 to 8:
1. C -0.723
2. O -0.407
3. C 0.207
4. C 0.097
5. N -0.430
6. C 0.275
7. N -0.431
8. S -0.277



2:
Molecular formula: C4H6N2OS
Method: DFT, wB97M-V/def2-TZVPD

```
! RIJCOSX wB97M-V def2-TZVPD def2/J DEFGRID3
* xyz 0 1
C 1.53 -1.17 -0.75
C 0.37 -0.42 -0.07
C -0.18 -0.42 1.20
C -1.35 0.27 1.05
O -2.33 0.41 1.92
N -1.28 1.04 -0.02
N -0.30 0.44 -0.83
S 0.25 1.27 -2.10
H 1.17 -1.48 -1.71
H 1.71 -2.00 0.03
H 2.33 -0.56 -0.87
H -0.13 -1.18 2.01
H -2.67 1.45 1.81
H 0.88 2.36 -1.68
*
```

Properties
**HOMO energy**: -9.0 eV
**LUMO level**: 0.62 eV
**Structure (SMILES)**: Cc1cc(O)nn1S
**HOMO-LUMO gap**: 9.625 eV

Atomic partial charges in e from the Mulliken method, atoms 1 to 8:
1. C -1.240
2. C 0.579
3. C -0.693
4. C 0.646
5. O -0.552
6. N -0.838
7. N 0.474
8. S -0.201



Preferred: 2; penalty for the next structure: 12.1 kcal/mol.



1:
Molecular formula: C3H2ClIO
Method: DFT, wB97M-V/def2-TZVPD

```
! RIJCOSX wB97M-V def2-TZVPD def2/J DEFGRID3
* xyz 0 1
C -0.80 0.11 0.63
C 0.38 -0.14 1.15
C 0.19 0.20 -1.64
O 1.36 0.03 -1.77
Cl -1.08 0.27 -2.83
I 0.56 -0.59 3.31
H -1.88 0.24 0.72
H 1.28 -0.12 0.43
*
```

Properties
**HOMO energy (alpha / beta)**: -9.1 / -8.9 eV
**LUMO level (alpha / beta)**: -1.23 / -1.21 eV
**HOMO-LUMO gap (alpha / beta)**: 7.859 / 7.708 eV

Partial charges, Mulliken, in e:
1. C -0.354
2. C -0.244
3. C 0.366
4. O -0.346
5. Cl -0.098
6. I -0.007
7. H 0.342
8. H 0.341



2:
Molecular formula: C3H2ClIO
Method: DFT, wB97M-V/def2-TZVPD

```
! RIJCOSX wB97M-V def2-TZVPD def2/J DEFGRID3
* xyz 0 1
C -0.91 -0.29 0.02
C 1.21 -0.06 0.58
C -0.82 0.92 0.54
O -0.78 2.05 0.77
Cl -1.31 -0.49 -1.69
I 1.87 -1.64 -0.74
H -0.83 -1.28 0.48
H 1.58 0.79 0.03
*
```

Properties
**HOMO energy (alpha / beta)**: -8.7 / -8.7 eV
**LUMO level (alpha / beta)**: -1.13 / -1.13 eV
**HOMO-LUMO gap (alpha / beta)**: 7.558 / 7.557 eV

Partial charges, Mulliken, in e:
1. C -0.580
2. C -0.460
3. C 0.648
4. O -0.278
5. Cl -0.077
6. I 0.016
7. H 0.517
8. H 0.213



Preferred: 1; penalty for the next structure: 19.6 kcal/mol.



1:
Molecular formula: C4H7FO
Method: DFT, wB97M-V/def2-TZVPD

```
! RIJCOSX wB97M-V def2-TZVPD def2/J DEFGRID3
* xyz 0 1
C -1.14 0.00 0.77
C 0.17 0.09 -0.04
C 0.14 0.03 -1.50
C 1.39 -0.24 0.75
H -1.99 -0.77 -0.11
H -1.49 1.19 0.81
H -0.87 -0.76 2.00
H 0.84 0.78 -1.90
H 0.23 -1.00 -1.95
H 0.67 -0.69 1.87
H 2.48 -0.34 0.45
O 0.70 1.06 0.56
F -1.13 0.64 -1.71
*
```

Properties
**HOMO energy**: -9.9 eV
**LUMO level**: 0.75 eV
**HOMO-LUMO gap**: 10.658 eV

Atomic partial charges in e from the Mulliken method, atoms 1 to 8:
1. C -0.719
2. C 0.808
3. C -0.409
4. C -0.557
5. H 0.214
6. H 0.241
7. H 0.258
8. H 0.316



2:
Molecular formula: C4H7FO
Method: DFT, wB97M-V/def2-TZVPD

```
! RIJCOSX wB97M-V def2-TZVPD def2/J DEFGRID3
* xyz 0 1
O -1.92 0.57 0.08
C -0.77 0.52 -0.32
C 0.42 0.28 0.50
C 1.28 -0.89 0.01
C 1.81 0.56 -0.03
H -0.47 0.44 -1.40
H 0.21 0.19 1.49
H 1.10 -1.49 -0.83
H 1.76 -1.44 0.84
H 2.58 0.60 0.71
H 1.63 0.99 -1.09
F -4.25 -0.37 -0.02
H -3.38 0.04 0.06
*
```

Properties
**HOMO energy**: -10.9 eV
**LUMO level**: 0.37 eV
**Structure (SMILES)**: O=CC1CC1.F
**HOMO-LUMO gap**: 11.263 eV

Atomic partial charges in e from the Mulliken method, atoms 1 to 8:
1. O -0.540
2. C -0.089
3. C -0.045
4. C -0.536
5. C -0.470
6. H 0.222
7. H 0.427
8. H 0.281



Preferred: 2; penalty for the next structure: 130.3 kcal/mol.